This record from OMol25 describes a 2-piece molecular cluster, C5H10N3S overall in a non-equilibrium geometry. The level of theory is wB97M-V/def2-TZVPD.

Output
- E_HOMO: -12.7 eV
- LUMO: -0.1451 Eh
- Electronic energy: -20645.0769 eV
- Energy above the lowest of the compared OMol25 structures with the same formula, charge and spin: 0.7887 eV
- Frontier orbital gap: 8.7 eV
- Net charge: +1

Cartesian coordinates (Å):
1 S -1.0817 -0.3483 -1.9179
2 N 2.0460 -0.4664 0.7824
3 N -0.4557 -1.4949 0.8953
4 N -0.1517 -2.1832 2.0647
5 C -1.3603 1.1549 -2.6672
6 C -0.9339 2.2106 -1.9108
7 C -0.3869 1.8136 -0.6883
8 C -0.0861 -0.2481 0.6865
9 C -0.4046 0.4414 -0.5119
10 H 2.3006 -1.2883 0.2452
11 H -1.0280 3.2340 -2.2233
12 H 2.3972 -0.5829 1.7237
13 H -0.6002 -2.1073 0.0951
14 H 0.0444 0.3700 1.5673
15 H -0.0108 2.4982 0.0493
16 H -0.7938 -2.9572 2.2092
17 H 2.5053 0.3336 0.3591
18 H -1.8367 1.1837 -3.6277
19 H -0.1633 -1.5636 2.8693

Atoms 1-3, force components in eV/Å:
0.2 0.4 0.5
0.4 0.2 -0.3
-0.5 0.3 -0.7